# 1
The following is a DFT calculation (wB97M-V/def2-TZVPD) of a cluster of 2 separate species, C16H25N2 in total in a non-equilibrium geometry.

```
43
Properties=species:S:1:pos:R:3:mulliken_charge:R:1
C -4.588 -1.051 -1.667 -0.659
C -4.455 0.468 -1.825 -0.664
C -3.469 1.102 -0.841 -0.744
N -2.205 0.371 -0.791 0.323
C -1.039 1.013 -0.660 -0.342
C 0.188 0.343 -0.692 -0.817
C 1.334 0.837 -0.101 -0.047
C 2.648 0.309 -0.388 0.894
C 3.816 1.047 -0.043 -0.405
C 5.069 0.441 -0.079 -0.500
C 5.200 -0.883 -0.521 -0.460
C 4.071 -1.580 -0.977 -0.583
C 2.819 -0.981 -0.954 -0.456
C -2.336 -1.063 -0.504 -0.669
C -3.224 -1.743 -1.550 -0.867
H -5.204 -1.287 -0.785 0.311
H -5.116 -1.454 -2.537 0.339
H -4.123 0.680 -2.847 0.324
H -5.421 0.959 -1.701 0.360
H -3.253 2.137 -1.122 0.421
H -3.916 1.113 0.165 0.319
H -1.078 2.106 -0.544 0.411
H 0.236 -0.615 -1.228 0.599
H 1.297 1.821 0.371 0.385
H 3.711 2.068 0.347 0.385
H 5.942 0.980 0.301 0.372
H 6.164 -1.387 -0.451 0.397
H 4.168 -2.622 -1.297 0.383
H 1.939 -1.567 -1.278 0.269
H -1.356 -1.558 -0.448 0.564
H -2.810 -1.185 0.487 0.298
H -3.334 -2.801 -1.291 0.351
H -2.727 -1.704 -2.528 0.327
C -0.115 0.649 2.730 -0.799
N 1.182 0.322 2.122 -0.144
C 2.309 0.728 2.972 -0.953
H -0.915 0.098 2.219 0.129
H -0.109 0.351 3.786 0.358
H -0.300 1.737 2.646 0.314
H 1.234 -0.682 1.947 0.303
H 3.232 0.252 2.619 0.318
H 2.418 1.827 2.938 0.313
H 2.119 0.402 4.002 0.344
```

Results
Kohn-Sham gap   7.679 eV
Total charge   +1
Energy relative to the best compared isomer or geometry (same formula, charge and spin)   15.1 kcal per mole
LUMO level   -3.93 eV

# 2
The following is a DFT calculation (wB97M-V/def2-TZVPD) of a structure of composition C3H16HgO6 in a non-equilibrium geometry.

```
26
Properties=species:S:1:pos:R:3:mulliken_charge:R:1
Hg -0.425 0.083 -0.379 1.638
C 1.466 -1.221 2.392 -0.602
C 1.537 0.310 2.275 -0.271
O 0.939 0.865 1.182 -0.769
H 0.397 -1.430 2.246 -0.190
H 1.721 -1.500 3.417 0.402
H 2.009 -1.791 1.641 0.230
H 2.627 0.547 2.289 0.257
H 1.254 0.757 3.250 0.291
C 1.394 1.984 -2.562 -0.741
O 0.703 0.883 -2.079 -0.820
H 0.991 2.940 -2.173 0.190
H 2.450 1.946 -2.263 0.227
H 1.265 2.066 -3.653 0.231
O -1.905 1.923 0.202 -0.550
H -1.557 2.796 -0.009 0.284
H -2.792 2.077 0.540 0.245
O -2.281 -0.661 -1.780 -0.559
H -3.184 -0.361 -1.644 0.260
H -2.115 -0.557 -2.724 0.310
O -1.710 -1.407 1.040 -0.583
H -2.459 -0.997 1.484 0.255
H -1.437 -2.129 1.616 0.243
O 0.317 -2.008 -1.325 -0.472
H 1.041 -2.350 -1.858 0.238
H -0.243 -2.765 -1.126 0.257
```

Results
Kohn-Sham gap   6.577 eV
Total charge   0
Energy relative to the best compared isomer or geometry (same formula, charge and spin)   7.7 kcal per mole
LUMO level   -0.44 eV

# 3
The following is a DFT calculation (wB97M-V/def2-TZVPD) of a structure of composition C2H2AuLiO2 in a non-equilibrium geometry.

```
8
Properties=species:S:1:pos:R:3:mulliken_charge:R:1
H -7.253 -4.199 -2.152 0.542
O -4.770 -2.686 -0.467 -0.448
C -4.105 -3.175 -1.492 0.232
C -4.914 -3.723 -2.558 0.365
O -5.945 -4.460 -2.245 -0.717
Au -2.909 -1.479 -1.177 0.674
Li -6.223 -4.368 -0.287 0.939
H -4.761 -3.436 -3.607 0.412
```

Results
2S+1   3
⟨S²⟩   2.02
Kohn-Sham gap (alpha / beta)   8.062 / 9.254 eV
Total charge   +2
Energy relative to the best compared isomer or geometry (same formula, charge and spin)   2.0 kcal per mole
LUMO level (alpha / beta)   -10.84 / -11.92 eV

# 4
The following is a DFT calculation (wB97M-V/def2-TZVPD) of an isolated molecule of C6H8 in a non-equilibrium geometry.

```
14
Properties=species:S:1:pos:R:3:mulliken_charge:R:1
C 2.964 -0.660 -0.194 0.251
C 1.832 -0.370 0.130 -0.589
C 0.488 -0.083 0.520 -0.473
C -0.579 1.222 -0.336 -0.708
C -1.637 0.162 -0.074 -0.501
C -0.637 -0.979 0.031 -0.507
H 3.988 -0.859 -0.424 0.429
H 0.257 0.916 0.940 0.274
H -0.801 2.227 0.083 0.329
H -0.169 1.318 -1.328 0.355
H -2.119 0.317 0.899 0.247
H -2.404 0.074 -0.840 0.305
H -0.384 -1.331 -0.982 0.259
H -0.923 -1.850 0.630 0.332
```

Results
Kohn-Sham gap   9.032 eV
Total charge   0
Energy relative to the best compared isomer or geometry (same formula, charge and spin)   97.9 kcal per mole
LUMO level   1.02 eV
SMILES   C#CC1CCC1

Question: Among the records above, which one has the lowest energy relative to the best compared isomer or geometry (same formula, charge and spin)?
Answer: C2H2AuLiO2